No. 1
C3H5NO3 | ωB97M-V with the def2-TZVPD basis set

Structure (XYZ):
```
12
Properties=species:S:1:pos:R:3:nbo_charge:R:1
N 1.52832 -1.16433 0.07833 -0.818
C 1.01288 0.08474 0.28630 0.653
O 1.61401 1.11541 0.06576 -0.588
C -0.37857 0.10928 0.92862 -0.181
O -1.19804 1.09163 0.29704 -0.477
C -1.48182 0.81956 -0.98019 0.652
O -1.12022 -0.16596 -1.57172 -0.594
H 0.88034 -1.91149 -0.12896 0.397
H 2.39231 -1.18356 -0.44811 0.401
H -0.87706 -0.86664 0.91333 0.195
H -0.27283 0.44774 1.96066 0.226
H -2.09932 1.62361 -1.40106 0.134
```

Summary:
Kohn-Sham gap, eV: 10.99
E_HOMO, eV: -10.16

---

No. 2
C3H5NO3 | ωB97M-V with the def2-TZVPD basis set

Structure (XYZ):
```
12
Properties=species:S:1:pos:R:3:nbo_charge:R:1
N 1.28685 0.52474 1.14219 -0.817
C 0.21236 0.17373 0.35564 0.569
O -0.89206 -0.44848 1.01478 -0.508
C 0.37864 -0.72438 -0.88403 -0.125
O -1.02035 -0.83552 -1.19426 -0.505
C -1.52133 0.00649 -0.18140 0.554
O -0.72359 1.16735 -0.21971 -0.533
H 2.10808 0.81299 0.62804 0.388
H 1.04358 1.17167 1.88150 0.395
H 0.92302 -0.23399 -1.69602 0.191
H 0.81051 -1.69797 -0.64905 0.198
H -2.60571 0.08336 -0.19767 0.191
```

Summary:
Kohn-Sham gap, eV: 11.23
E_HOMO, eV: -10.36

---

These records have energy above the lowest of the compared OMol25 structures with the same formula, charge and spin values of 66.8 257.5 kJ/mol, in the order they appear.